Record 1
An isolated molecule of C6H11N in a non-equilibrium geometry, computed with ωB97M-V/def2-TZVPD.

```
18
Properties=species:S:1:pos:R:3:forces:R:3:lowdin_charge:R:1
H 2.0454 -1.0897 1.9314 0.1 0.0 -0.2 0.08
C 1.3547 0.2709 0.4694 -1.0 0.4 -0.5 -0.17
C -0.6298 -1.4313 -2.1410 0.8 0.2 0.7 0.03
H -1.2558 2.3413 0.0043 0.3 -0.1 -0.3 0.08
C -0.4870 -0.5840 -1.1064 0.0 0.8 -0.9 -0.37
H -1.4497 -1.3612 -2.8282 -0.3 -0.3 -0.1 0.05
H 0.9273 -1.6901 -0.0036 -0.1 -0.1 0.3 0.11
H 2.8029 0.4660 2.0783 -0.2 0.3 0.3 0.07
C 1.8495 -0.0104 1.8507 1.5 -1.4 -0.6 -0.10
H -2.0047 0.5716 -1.6464 -0.3 0.1 0.2 0.12
H -2.5285 1.3295 0.6646 0.0 0.2 -0.1 0.08
H 1.0995 0.1071 2.6221 -0.2 0.8 0.1 0.07
C 0.7120 -0.6530 -0.2541 -0.3 -1.0 1.1 -0.09
H 1.3290 1.2915 0.0951 -0.3 0.2 0.5 0.10
N -1.5116 0.3281 -0.8035 0.8 0.0 -0.6 -0.04
H -0.9125 0.9504 1.0815 0.2 0.1 -0.1 0.06
C -1.5126 1.3077 0.2520 -0.9 -0.3 0.6 -0.11
H 0.1718 -2.1443 -2.2663 -0.1 -0.1 -0.4 0.05
```
Positions in Å, forces in eV/Å.

Structure (SMILES) ... C=C(/C=C/C)NC
HOMO-LUMO gap ... 8.55 eV
Relative energy (zero: lowest compared OMol25 entry of this formula, charge and spin) ... 209.7 kJ/mol
HOMO energy ... -7.60 eV

---

Record 2
A structure of composition C44H42FN6O9Ti, computed with ωB97M-V/def2-TZVPD.

```
103
Properties=species:S:1:pos:R:3:forces:R:3:lowdin_charge:R:1
N -3.3094 -2.4782 2.7384 0.0 0.0 0.0 -0.02
H -1.7331 0.5567 -4.9144 0.0 0.0 0.0 0.12
H 1.7445 -0.9256 4.6008 0.0 0.0 0.0 0.12
H -0.8612 -4.8253 -4.5084 0.0 0.0 0.0 0.08
H -2.3720 0.6370 2.4059 0.0 0.0 0.0 0.11
C 3.5611 -0.6780 0.3848 0.0 0.0 0.0 -0.09
H -3.1093 1.0341 -0.5332 0.0 0.0 0.0 0.08
H 1.4273 3.2854 -4.0338 0.0 0.0 0.0 0.13
O 2.3996 3.4593 -1.5577 0.1 0.0 0.0 0.08
H 3.2564 -0.5006 1.4120 0.0 0.0 0.0 0.10
N 0.5014 0.4467 1.7156 0.3 0.0 0.2 -0.01
C -1.8426 -4.7525 -1.2911 0.0 0.0 0.0 -0.07
H -0.7391 3.5586 -1.2208 0.0 0.0 0.0 0.15
C 1.2570 -3.2904 0.4151 0.1 0.1 0.0 -0.24
N 0.7940 -1.9540 0.7822 -0.2 0.2 0.0 0.04
C 2.0361 -4.0271 -3.3091 0.0 0.0 0.0 -0.02
C -2.5330 -1.2854 0.7443 0.1 0.0 0.3 -0.50
H 2.7248 -4.0388 -4.1561 0.0 0.0 0.0 0.10
H -3.9242 0.1851 4.6038 0.0 0.0 0.0 0.11
H 2.1265 -3.1718 -0.2446 0.0 0.0 0.0 0.14
H -1.2687 -1.9223 2.2953 0.0 0.0 0.0 0.14
H 2.3900 -3.3000 -2.5821 0.0 0.0 0.0 0.07
O 1.6409 1.7779 -0.2881 0.2 0.3 -0.2 -0.14
C 0.7930 2.4531 -3.7637 -0.1 0.0 0.1 0.08
H -0.9064 -2.3985 -3.6600 0.0 0.0 0.0 0.15
O 0.2095 3.6385 -6.2727 0.3 -0.1 -0.1 -0.04
H -1.2307 5.2785 0.3469 0.0 0.0 0.0 0.13
C 1.2929 -0.1681 3.9707 0.0 -0.2 0.0 -0.03
O 1.7237 -2.8097 2.6879 0.1 0.1 0.0 0.01
C -1.4349 -6.0594 -1.5131 0.0 0.0 0.0 -0.10
H 0.9595 -4.6338 2.1239 0.0 0.0 0.0 0.12
C -3.2468 3.9978 -2.1363 0.0 0.0 0.0 -0.03
H -2.6787 4.9140 -2.2580 0.0 0.0 0.0 0.12
H -1.4957 -0.3454 -2.5735 0.0 0.0 0.0 0.10
O -1.7535 -0.6609 0.0707 0.1 0.0 -0.9 0.03
C -0.1619 -6.4501 -1.1162 0.0 0.0 0.0 -0.09
H 2.0131 -5.0187 -2.8519 0.0 0.0 0.0 0.08
C 0.8709 1.8974 -2.5015 0.0 0.0 -0.1 -0.18
H -2.8274 -4.4258 -1.6040 0.0 0.0 0.0 0.11
H 4.8198 -1.2050 -3.2126 0.0 0.0 0.0 0.11
N 0.0912 0.8761 -2.1152 0.0 0.1 -0.1 0.02
H -4.9005 -2.2777 4.1189 0.0 0.0 0.0 0.11
F 6.6199 -1.5104 -1.3697 0.0 0.0 0.0 0.02
C -0.9846 0.9366 -4.2321 0.0 0.0 0.0 0.02
C -2.4555 -0.2482 3.0344 0.0 0.0 0.0 -0.09
H 0.7457 -5.1784 -5.1395 0.0 0.0 0.0 0.09
C -1.5101 3.2482 -0.5059 0.1 0.0 0.0 -0.22
C 2.6277 -0.5775 -0.6510 0.1 0.0 -0.2 -0.20
O -0.9208 3.7770 1.7186 0.0 0.0 -0.1 0.03
H 1.6766 -5.8557 -0.2002 0.0 0.0 0.0 0.12
C 0.9901 -0.5179 2.6381 -0.2 0.2 0.0 -0.24
C 4.4530 -1.0721 -2.2022 0.0 0.0 0.0 -0.02
C -3.8238 -0.4096 3.6972 0.0 0.0 0.0 -0.16
H -4.7516 4.5853 -3.5411 0.0 0.0 0.0 0.10
C 0.0780 -4.3756 -4.8352 0.0 0.0 0.0 -0.04
C -4.4101 3.8116 -2.8655 0.0 0.0 0.0 -0.08
H -4.6230 -0.1208 3.0100 0.0 0.0 0.0 0.12
H -4.0544 -2.2632 1.0301 0.0 0.1 0.0 0.11
O -0.9251 1.7730 -6.8735 0.3 -0.1 -0.1 -0.06
H 0.1737 -7.4659 -1.2861 0.0 0.0 0.0 0.10
C 5.3155 -1.1943 -1.1361 0.0 0.0 0.0 -0.30
H -1.2824 -2.8151 -0.5619 0.0 0.0 0.0 0.08
H -6.0197 2.4691 -3.3322 0.0 0.0 0.0 0.10
H -0.1077 -3.7408 -5.7031 0.0 0.0 0.0 0.09
H 1.2513 1.3515 5.4709 0.0 0.0 0.0 0.09
C -2.2912 -1.5480 2.2184 0.0 0.0 0.0 -0.20
N -0.9900 2.0913 0.2238 -0.1 -0.1 0.0 0.13
H -2.0990 -6.7668 -1.9940 0.0 0.0 0.0 0.10
C 1.6906 -3.9005 1.7716 0.0 0.0 0.0 -0.09
H -5.1899 0.6897 -1.8190 0.0 0.0 0.0 0.10
C 1.0178 1.0736 4.4535 -0.1 0.1 -0.1 -0.09
C -0.9878 -3.8437 -0.6788 -0.1 0.0 0.1 -0.04
C -0.2586 2.4998 -6.1107 -0.9 0.4 0.2 -0.70
O 0.4716 -1.9614 -2.2326 0.0 0.0 0.1 -0.02
H 5.6073 -1.0683 0.9763 0.0 0.0 0.0 0.11
N 0.7125 -3.6349 -3.7563 0.0 0.0 0.0 -0.15
C 0.3552 1.9951 3.5770 0.0 0.0 0.0 -0.01
C -1.6627 4.3137 0.6021 0.0 0.0 0.0 -0.06
C -0.8481 0.4326 -2.9575 0.0 0.0 0.0 -0.12
C -2.7797 3.0033 -1.2805 0.0 0.0 0.0 -0.18
C 0.0622 -2.6132 -3.1774 0.0 0.1 -0.1 -0.31
C 3.1190 -0.7596 -1.9458 0.0 0.0 0.0 -0.12
C -5.1197 2.6228 -2.7504 0.0 0.0 0.0 -0.10
C 0.2810 -4.2230 -0.2703 0.0 0.0 0.0 -0.18
C 0.1020 1.6545 2.2932 0.0 0.0 -0.1 -0.21
O -3.6694 -1.7723 0.2597 0.0 0.0 0.0 0.13
C -0.1366 1.9503 -4.6685 0.3 -0.1 0.0 -0.08
C 0.6822 -5.5395 -0.4993 0.0 0.0 0.0 -0.06
Ti 0.6381 0.0719 -0.1831 -0.4 -0.5 0.6 1.14
C -0.6352 2.5022 1.3750 0.1 0.0 0.1 -0.33
H -2.7042 4.4388 0.9053 0.0 0.0 0.0 0.13
H -2.9314 -3.4049 2.8794 0.0 0.0 0.0 0.12
H 2.4564 -0.6562 -2.7974 0.0 0.0 0.0 0.09
C -3.4904 1.8176 -1.1711 0.0 0.0 0.0 -0.03
H -3.2886 -2.1549 4.8487 0.0 0.0 0.0 0.12
C 1.7509 2.4466 -1.3971 -0.1 0.0 0.0 -0.56
C 4.8972 -0.9929 0.1621 0.0 0.0 0.0 -0.02
H -1.6613 -0.1896 3.7799 0.0 0.0 0.0 0.12
C -3.8873 -1.9057 3.9648 0.0 0.0 0.0 -0.20
H 0.0285 2.9641 3.9296 0.0 0.0 0.0 0.11
H 2.6776 -4.3620 1.7469 0.0 0.0 0.0 0.13
C 1.1516 -1.7510 2.0469 -0.1 -0.2 0.0 -0.39
C -4.6548 1.6278 -1.9046 0.0 0.0 0.0 -0.08
```
Positions in Å, forces in eV/Å.

HOMO-LUMO gap (alpha / beta) ... 5.48 / 5.48 eV
Relative energy (zero: lowest compared OMol25 entry of this formula, charge and spin) ... 86.0 kJ/mol
HOMO energy (alpha / beta) ... -3.62 / -3.62 eV
Total charge ... -1

---

Record 3
An isolated molecule of C5H11NO, computed with ωB97M-V/def2-TZVPD.

```
18
Properties=species:S:1:pos:R:3:forces:R:3:lowdin_charge:R:1
H 0.4843 3.0060 -0.6562 0.1 -0.1 0.1 0.08
H 0.0896 2.3943 0.9627 0.1 -0.1 -0.1 0.09
N 0.2614 -1.5369 -0.0445 0.2 0.1 0.2 -0.02
C 0.6809 2.2022 0.0613 0.1 0.0 0.0 -0.08
H -0.8289 -2.0433 1.6211 0.2 -0.3 0.0 0.09
H -1.7094 -0.0388 -0.5423 0.1 0.2 -0.1 0.07
H 1.7345 2.2242 0.3457 -0.1 0.1 0.0 0.08
H -0.5783 -3.3689 0.4641 0.1 0.1 0.1 0.08
H 0.9704 0.6478 -1.3981 -0.2 0.2 -0.2 0.14
H -1.2711 0.7103 -2.0737 0.0 0.0 0.1 0.07
H -1.7104 1.7260 -0.6940 0.2 -0.2 0.0 0.08
C 0.6134 -0.2854 0.4116 -0.1 0.1 0.3 -0.49
O 1.0083 -0.1146 1.5504 -0.4 0.0 -0.2 0.08
H 0.7517 -2.8462 1.5580 -0.1 -0.1 -0.1 0.08
H 0.4721 -1.8237 -0.9864 -0.3 0.2 0.0 0.14
C -0.0991 -2.5174 0.9531 0.0 -0.2 0.1 -0.09
C 0.3102 0.8542 -0.5450 0.1 0.0 -0.1 -0.34
C -1.1796 0.8105 -0.9879 0.0 0.0 -0.1 -0.05
```
Positions in Å, forces in eV/Å.

Structure (SMILES) ... CNC(=O)C(C)C
HOMO-LUMO gap ... 10.35 eV
Relative energy (zero: lowest compared OMol25 entry of this formula, charge and spin) ... 52.0 kJ/mol
HOMO energy ... -9.47 eV

---

Record 4
A structure of composition C19H28ClO2Re in a non-equilibrium geometry, computed with ωB97M-V/def2-TZVPD.

```
51
Properties=species:S:1:pos:R:3:forces:R:3:mulliken_spin:R:1
C 3.7796 -0.2390 -2.8337 -0.1 0.0 -0.2 0.00
C -0.5175 -2.4141 -0.8162 0.2 0.2 -0.5 0.00
H 1.6158 -1.9644 -0.3227 -0.3 0.0 -0.2 0.00
C 0.3667 -0.1561 -0.5578 -1.0 0.3 -0.3 -0.01
H -2.9078 -0.2739 5.3979 0.0 0.0 -0.1 0.01
Cl -3.5603 -0.2980 1.7862 -0.7 0.0 -0.2 0.31
C 1.2241 -2.0252 -3.4329 -0.2 0.0 0.3 0.00
C 2.4119 -1.8178 -4.3631 0.3 0.3 0.4 0.00
H -0.7253 -3.3313 -0.2390 -0.5 0.5 -0.2 0.00
H 4.6313 -0.3263 -3.5215 -0.1 0.2 0.2 0.00
C -2.0107 -0.1366 4.8096 1.0 -0.6 0.2 0.10
H 3.3124 -2.4253 -4.1710 -0.6 -0.1 -0.3 0.00
H -2.0457 -1.0253 -0.0262 0.2 -0.2 -0.9 0.01
H 2.1557 -1.7554 -5.4351 0.3 -0.1 0.6 0.00
C -0.9288 2.5543 1.7714 -0.7 1.2 0.0 0.09
H -2.3972 -1.5659 -1.7346 0.6 0.4 0.2 0.00
H -0.4975 3.5174 3.7801 -0.2 -0.4 -0.1 0.00
H 3.8849 -1.0246 -2.0760 0.0 0.2 0.0 0.00
H -1.9684 -1.9678 3.4815 -0.1 0.3 0.0 0.01
Re -1.8808 1.0178 2.9601 -1.1 0.0 -0.3 2.08
O -0.7727 -0.1855 -1.5085 0.0 -0.6 1.9 0.00
H 0.0764 0.4458 0.3421 -0.1 -0.3 -0.5 0.03
H 1.2903 0.4377 -5.1583 0.2 0.4 0.4 0.00
C 2.5050 -0.4500 -3.6308 0.7 -0.2 -1.0 0.00
C -3.2463 2.7556 1.9864 0.4 0.3 -1.5 0.13
H -2.3002 1.9016 0.1078 0.0 0.0 0.2 0.02
C 2.2460 0.6348 -4.6470 0.0 0.3 -0.1 0.00
H -0.1351 -2.7329 -1.8011 -0.8 0.1 0.6 0.00
H 1.3476 -2.8295 -2.7079 0.0 -0.1 -0.2 0.00
H 3.0116 0.5622 -5.4328 0.0 0.1 0.3 0.00
C -1.2274 3.1123 3.0827 -0.5 1.7 -1.5 -0.08
H 0.2374 -2.0526 -3.8926 0.0 -0.3 -0.1 0.00
C -0.0249 0.7476 3.9538 0.7 -1.1 0.7 -0.03
C -1.5353 -1.0206 3.7721 0.6 -0.4 1.0 -0.02
C 0.5943 -1.6196 -0.1291 0.2 0.3 0.4 0.00
O 1.3727 -0.7391 -2.7730 0.9 -0.6 -1.4 0.00
H 1.2379 0.3205 -1.0380 -0.8 -0.3 0.3 0.00
H -3.1858 3.7088 4.0182 0.1 -0.3 -0.1 0.01
C -0.3074 -0.4825 3.2593 0.2 -0.3 1.3 0.14
H 3.7722 0.7591 -2.3691 0.1 -0.3 0.0 0.00
H 0.4392 -1.7074 0.9520 0.1 -0.1 -0.2 0.00
C -2.6563 3.2586 3.1827 0.9 -0.5 -0.3 0.10
H 0.8737 1.3420 3.8124 -0.3 0.0 0.1 0.00
C -1.6000 -1.2985 -1.0165 1.1 -0.3 0.3 -0.01
H -1.1072 1.7370 5.6703 -0.1 0.1 -0.2 0.00
C -2.1898 2.3272 1.0993 -0.5 1.2 0.3 0.07
C -1.0781 0.9617 4.9181 0.4 -1.3 0.9 -0.03
H -4.3094 2.6919 1.7771 0.3 0.0 0.1 0.01
H 0.3660 -0.9718 2.5702 -0.3 0.3 -0.2 0.02
H 2.3098 1.6310 -4.1935 -0.3 -0.1 -0.2 0.00
H 0.0540 2.4120 1.3370 -0.2 0.0 0.2 0.01
```
Positions in Å, forces in eV/Å.

HOMO-LUMO gap (alpha / beta) ... 6.84 / 5.34 eV
Relative energy (zero: lowest compared OMol25 entry of this formula, charge and spin) ... 0.0 kJ/mol
HOMO energy (alpha / beta) ... -9.88 / -11.36 eV
Expectation value of S² ... 3.766
Total charge ... +1
2S+1 ... 4

---

Record 5
A cluster of 8 separate species, C8H17Cl14NO2 in total in a non-equilibrium geometry, computed with ωB97M-V/def2-TZVPD.

```
42
Properties=species:S:1:pos:R:3:forces:R:3:lowdin_charge:R:1
H -0.6889 4.4237 3.6335 -0.1 0.0 0.0 0.03
Cl 3.8882 -0.5736 -4.5574 -0.2 0.1 0.6 0.51
H 4.2513 3.2681 -0.7644 0.0 -0.2 -0.1 0.03
H 0.1245 -0.8231 5.0049 -0.2 0.1 -0.1 0.03
C -0.7448 0.4870 0.2930 0.1 -0.3 0.9 -0.01
H 0.0714 -3.4079 -2.0128 0.0 0.0 0.2 -0.01
Cl 0.9377 -5.0722 -3.4125 0.1 0.2 0.0 0.48
Cl 0.6811 -5.1439 -0.5281 -0.1 0.0 0.4 0.52
H -1.9309 -0.7211 -3.7192 0.1 0.1 0.0 -0.01
C -3.6597 -0.9653 1.5905 -0.4 -0.1 0.6 -1.04
H 4.4048 2.8436 0.9664 -0.1 0.0 0.1 0.03
Cl 1.1075 -1.2091 -4.0315 -0.5 -0.2 -0.2 0.53
H -3.2230 -1.2082 0.6296 -0.4 0.1 0.1 -0.05
Cl -4.5583 0.5655 1.5481 0.1 0.0 -0.2 0.49
C 0.8978 -4.0999 -1.9210 0.0 -0.2 -0.3 -1.07
H 1.3155 0.2458 4.1657 -0.1 0.1 0.0 -0.02
Cl 2.9039 1.4052 -0.1487 0.2 0.1 0.0 0.55
O -1.3646 -1.7162 0.0130 -0.1 -0.7 0.4 0.00
H 2.2981 0.6152 -3.2166 0.2 0.1 -0.1 0.01
Cl -1.9362 3.9517 1.6466 0.2 0.1 0.4 0.49
H -1.1026 0.4222 1.3185 -0.2 0.3 -0.1 0.05
Cl 2.5701 4.2454 0.4858 0.0 0.1 0.1 0.52
Cl 0.6435 -1.5591 2.8077 0.0 0.1 0.2 0.56
H 2.7287 -0.9206 -2.4415 0.5 0.0 -0.1 0.01
H -1.5027 0.8649 -0.3855 0.0 0.0 0.0 0.06
C -2.8353 -0.1753 -3.4743 0.4 0.2 0.1 -0.97
H -3.4959 -0.1569 -4.3318 -0.2 0.2 0.1 0.03
C 3.7266 2.9565 0.1303 -0.1 0.0 -0.1 -0.98
C 0.9883 -0.7665 4.3571 0.6 -0.5 0.2 -0.99
Cl 2.3175 -1.5998 5.2291 -0.3 0.2 -0.2 0.49
O 0.5807 -1.1505 -0.6517 0.7 -0.2 0.2 0.01
N -0.4681 -0.9208 -0.0881 0.1 0.8 -1.5 -0.45
C 2.5460 -0.4252 -3.3890 -0.2 -0.1 -0.1 -1.03
Cl -2.3637 1.5063 -3.0471 -0.2 -0.5 -0.2 0.50
H 0.1571 4.8462 2.1128 0.3 -0.2 0.1 0.00
H 0.1778 1.0505 0.2786 0.0 0.0 -0.3 0.02
Cl -3.6045 -1.0071 -2.1239 -0.2 0.1 -0.1 0.57
H -2.8829 -0.8423 2.3361 0.1 -0.1 0.0 0.01
Cl 0.3494 2.5533 2.7140 0.5 -0.3 0.2 0.56
C -0.4359 4.1027 2.6309 -0.9 0.4 -0.5 -0.99
Cl -4.7153 -2.2983 2.1499 0.3 0.2 -0.2 0.50
H 1.8456 -3.5910 -1.7974 0.0 0.1 -0.2 0.01
```
Positions in Å, forces in eV/Å.

Structure (SMILES) ... C[N+](=O)[O-].ClCCl.ClCCl.ClCCl.ClCCl.ClCCl.ClCCl.ClCCl
HOMO-LUMO gap ... 10.59 eV
Relative energy (zero: lowest compared OMol25 entry of this formula, charge and spin) ... 8.7 kJ/mol
HOMO energy ... -10.59 eV

---

Record 6
An isolated molecule of C5H7N in a non-equilibrium geometry, computed with ωB97M-V/def2-TZVPD.

```
13
Properties=species:S:1:pos:R:3:forces:R:3:lowdin_charge:R:1
N -1.5289 -0.6973 0.1741 -0.4 0.1 -0.4 0.01
H 2.2331 0.0897 0.9725 -0.1 0.5 0.0 0.08
H 0.0267 -1.8607 -0.7184 0.1 -0.4 0.8 0.12
H 2.6390 0.4879 -0.7083 -0.2 -0.5 0.0 0.07
C 0.4598 0.2112 -0.2346 -0.2 -0.3 0.1 -0.30
H -2.2092 -1.3987 0.4043 -0.2 0.2 -0.2 0.15
H 1.8597 -1.1495 -0.0925 1.4 0.4 -0.7 0.07
C 1.9232 -0.0450 -0.0676 0.1 -0.1 0.1 -0.07
H -2.6312 1.0776 0.5167 0.0 0.1 -0.1 0.10
C -0.4875 1.2633 -0.0873 0.0 0.0 0.4 -0.05
C -0.2462 -0.9681 -0.1750 -0.4 0.1 -0.4 -0.14
C -1.6872 0.6570 0.2191 -0.2 0.2 0.1 -0.14
H -0.3512 2.3328 -0.2029 0.1 -0.2 0.3 0.10
```
Positions in Å, forces in eV/Å.

Structure (SMILES) ... Cc1cc[nH]c1
HOMO-LUMO gap ... 9.05 eV
Relative energy (zero: lowest compared OMol25 entry of this formula, charge and spin) ... 108.5 kJ/mol
HOMO energy ... -8.00 eV